[1]
The molecule C3H5NO. Source: OMol25; level of theory: ωB97M-V with the def2-TZVPD basis set.

Atoms and positions in Å:
C1 1.836 0.790 -0.020
C2 1.036 -0.254 -0.051
C3 -0.141 -0.878 -0.005
N1 -1.468 -0.218 0.005
O1 -1.335 1.118 -0.030
H1 2.468 1.298 -0.726
H2 1.856 1.254 0.919
H3 -0.348 -1.955 -0.157
H4 -1.915 -0.555 0.776
H5 -1.988 -0.600 -0.712

HOMO level = -8.60 eV
SMILES = C=C=C[NH2+][O-]
Orbital gap = 9.1 eV
Energy relative to the best compared isomer or geometry (same formula, charge and spin) = 539.9 kJ/mol
Charge = 0
Molecular weight = 71.1 g mol⁻¹
Largest force on an atom = 5.2 eV/Å

Here are the Mulliken charges for atoms 1 to 2, given in e: number 1, C, carries -0.45; number 2, C, carries 0.18

---

[2]
The ion C4H11N2 with charge +1. Source: OMol25; level of theory: ωB97M-V with the def2-TZVPD basis set.

Atoms and positions in Å:
C1 -0.171 0.569 2.025
C2 0.372 -0.802 1.556
C3 1.044 -0.609 0.195
N1 0.295 0.306 -0.673
C4 -0.396 -0.151 -1.797
N2 -1.307 0.505 -2.512
H1 -1.199 0.605 1.897
H2 -0.027 1.393 1.265
H3 0.246 0.922 2.974
H4 -0.402 -1.558 1.371
H5 0.957 -1.152 2.413
H6 1.216 -1.543 -0.363
H7 2.066 -0.138 0.380
H8 0.311 1.323 -0.375
H9 0.017 -1.059 -2.183
H10 -1.637 -0.046 -3.321
H11 -1.385 1.435 -2.852

HOMO level = -14.90 eV
SMILES = CCCNC=[NH2+]
Orbital gap = 10.4 eV
Energy relative to the best compared isomer or geometry (same formula, charge and spin) = 194.6 kJ/mol
Charge = +1
Molecular weight = 87.1 g mol⁻¹
Largest force on an atom = 5.2 eV/Å

Here are the Mulliken charges for atoms 1 to 2, given in e: number 1, C, carries -0.92; number 2, C, carries -0.42

---

[3]
A cluster of 7 separate species, C37H90Cl4N6 in total. Source: OMol25; level of theory: ωB97M-V with the def2-TZVPD basis set.

Atoms and positions in Å:
Cl1 1.608 0.506 2.617
C1 0.942 -0.119 0.999
Cl2 0.433 1.258 0.038
Cl3 2.331 -0.910 0.114
Cl4 -0.386 -1.183 1.120
C2 -4.096 -1.727 1.258
C3 -4.272 -3.206 1.671
N1 -4.337 -4.040 0.420
C4 -3.101 -3.780 -0.413
C5 -1.775 -4.368 0.188
C6 -4.843 -5.453 0.545
C7 -5.214 -6.141 -0.755
H1 -3.152 -1.378 0.841
H2 -4.362 -1.011 2.036
H3 -4.845 -1.530 0.491
H4 -3.514 -3.549 2.376
H5 -5.220 -3.428 2.161
H6 -3.337 -4.409 -1.271
H7 -3.112 -2.742 -0.746
H8 -0.952 -4.453 -0.522
H9 -1.440 -3.804 1.058
H10 -2.000 -5.380 0.524
H11 -5.760 -5.412 1.133
H12 -4.168 -5.990 1.212
H13 -5.843 -6.999 -0.519
H14 -4.364 -6.421 -1.377
H15 -5.771 -5.504 -1.442
C8 -0.307 5.682 -4.141
C9 -0.258 4.312 -4.804
N2 1.120 3.742 -4.758
C10 1.354 2.773 -5.846
C11 2.905 2.577 -5.996
C12 1.366 3.286 -3.400
C13 1.185 1.728 -3.093
H16 -1.376 5.894 -4.146
H17 0.317 6.214 -4.859
H18 0.150 5.823 -3.161
H19 -0.945 3.682 -4.240
H20 -0.552 4.394 -5.850
H21 0.884 1.804 -5.675
H22 1.007 3.127 -6.817
H23 3.016 1.772 -6.724
H24 3.456 3.484 -6.245
H25 3.366 2.131 -5.115
H26 0.737 3.726 -2.627
H27 2.356 3.490 -2.992
H28 1.868 1.219 -3.773
H29 0.245 1.219 -3.306
H30 1.479 1.596 -2.052
C14 0.079 -3.123 -5.850
C15 1.314 -2.472 -5.176
N3 1.623 -2.997 -3.837
C16 2.865 -2.424 -3.301
C17 4.151 -2.899 -4.035
C18 0.539 -3.039 -2.951
C19 0.055 -1.695 -2.546
H31 -0.019 -2.845 -6.899
H32 -0.833 -2.829 -5.330
H33 0.236 -4.202 -5.846
H34 2.145 -2.523 -5.879
H35 1.107 -1.406 -5.079
H36 2.918 -1.336 -3.252
H37 3.001 -2.798 -2.286
H38 5.030 -2.547 -3.496
H39 4.238 -3.985 -4.059
H40 4.338 -2.423 -4.998
H41 0.875 -3.575 -2.064
H42 -0.251 -3.617 -3.431
H43 -0.815 -1.649 -1.890
H44 -0.226 -1.171 -3.460
H45 0.875 -1.182 -2.043
C20 -5.774 4.398 2.554
C21 -5.165 3.491 1.521
N4 -3.786 2.890 1.734
C22 -2.623 3.872 1.869
C23 -2.805 5.212 1.083
C24 -3.917 2.021 2.897
C25 -2.755 0.937 2.976
H46 -6.122 3.811 3.403
H47 -6.550 5.087 2.221
H48 -5.041 5.057 3.019
H49 -5.932 2.725 1.409
H50 -5.075 4.114 0.631
H51 -1.620 3.486 1.686
H52 -2.486 4.055 2.935
H53 -3.707 5.729 1.412
H54 -3.090 4.948 0.065
H55 -1.971 5.913 1.090
H56 -3.967 2.532 3.859
H57 -4.857 1.481 2.789
H58 -1.882 1.359 3.475
H59 -3.250 0.150 3.546
H60 -2.442 0.689 1.962
C26 1.721 -4.197 0.818
C27 2.074 -3.812 2.279
N5 2.235 -4.991 3.236
C28 3.388 -5.782 2.850
C29 3.506 -7.165 3.545
C30 2.329 -4.577 4.625
C31 3.387 -3.559 4.996
H61 0.975 -4.991 0.790
H62 2.602 -4.548 0.281
H63 1.376 -3.272 0.356
H64 2.818 -3.028 2.424
H65 1.188 -3.218 2.502
H66 3.263 -5.921 1.776
H67 4.287 -5.180 2.977
H68 4.481 -7.629 3.396
H69 3.687 -7.026 4.611
H70 2.652 -7.782 3.265
H71 2.439 -5.479 5.227
H72 1.454 -4.199 5.155
H73 3.636 -3.540 6.057
H74 3.196 -2.542 4.656
H75 4.370 -3.879 4.650
C32 3.422 6.670 3.752
C33 3.391 5.590 2.626
N6 2.145 4.853 2.470
C34 2.083 4.003 1.302
C35 2.244 4.779 0.035
C36 1.742 4.048 3.662
C37 0.276 3.796 3.663
H76 4.023 6.319 4.591
H77 2.473 6.899 4.238
H78 3.708 7.635 3.335
H79 3.590 6.183 1.734
H80 4.308 5.023 2.789
H81 2.722 3.122 1.372
H82 1.093 3.554 1.221
H83 3.221 5.208 -0.191
H84 1.890 4.180 -0.804
H85 1.556 5.611 -0.112
H86 1.899 4.679 4.537
H87 2.296 3.110 3.711
H88 0.051 2.949 3.016
H89 -0.270 4.691 3.363
H90 -0.171 3.691 4.651

HOMO level = -8.05 eV
SMILES = ClC(Cl)(Cl)Cl.CCN(CC)CC.CCN(CC)CC.CCN(CC)CC.CCN(CC)CC.CCN(CC)CC.CCN(CC)CC
Orbital gap = 7.9 eV
Energy relative to the best compared isomer or geometry (same formula, charge and spin) = 0.0 kJ/mol
Charge = 0
Molecular weight = 761.0 g mol⁻¹
Largest force on an atom = 3.3 eV/Å

Here are the Mulliken charges for atoms 1 to 2, given in e: number 1, Cl, carries -0.12; number 2, C, carries -0.04

---

[4]
A structure of composition C9H24O17S3V. Source: OMol25; level of theory: ωB97M-V with the def2-TZVPD basis set.

Atoms and positions in Å:
O1 -0.095 -0.848 -2.573
V1 -0.981 0.151 -1.575
O2 -0.971 -0.204 -0.029
S1 -3.434 3.328 -3.452
O3 -2.737 4.615 -3.689
O4 -2.604 2.312 -4.127
O5 -3.362 2.848 -2.071
O6 -4.828 3.272 -3.835
S2 2.303 3.318 -2.925
O7 2.455 2.504 -4.113
O8 3.640 3.430 -2.297
O9 1.860 4.655 -3.245
O10 1.431 2.698 -1.994
S3 -4.909 -1.866 -3.609
O11 -3.986 -1.518 -2.537
O12 -5.372 -3.209 -3.390
O13 -6.032 -0.926 -3.621
O14 -4.169 -1.917 -4.857
C1 5.048 0.527 4.110
C2 4.703 0.195 2.662
C3 3.355 -0.559 2.563
O15 4.515 1.353 1.922
H1 6.030 0.991 4.201
H2 5.027 -0.360 4.743
H3 4.363 1.278 4.503
H4 5.500 -0.290 2.099
H5 2.419 -0.054 2.802
H6 3.441 -1.336 3.322
H7 3.312 -1.174 1.664
H8 3.760 1.768 2.345
C4 -0.229 -5.878 -0.502
C5 -0.293 -6.144 -1.994
C6 -0.650 -7.618 -2.359
O16 -1.328 -5.351 -2.518
H9 -1.101 -6.201 0.067
H10 -0.002 -4.858 -0.191
H11 0.584 -6.423 -0.023
H12 0.613 -5.840 -2.519
H13 -0.396 -7.848 -3.394
H14 -1.734 -7.675 -2.253
H15 -0.191 -8.390 -1.743
H16 -1.388 -4.490 -2.097
C7 -1.520 3.529 4.132
C8 -1.107 4.020 2.789
C9 -1.119 5.515 2.614
O17 0.208 3.574 2.417
H17 -2.535 3.833 4.385
H18 -0.715 3.862 4.787
H19 -1.629 2.448 4.221
H20 -1.760 3.610 2.019
H21 -0.562 5.996 3.418
H22 -2.128 5.926 2.642
H23 -0.751 5.830 1.637
H24 0.052 3.584 1.470

HOMO level = 6.04 eV
Orbital gap = 1.8 eV
Charge = -5
Molecular weight = 551.4 g mol⁻¹
Largest force on an atom = 5.6 eV/Å

Here are the Mulliken charges for atoms 1 to 2, given in e: number 1, O, carries -0.71; number 2, V, carries 1.98

---

[5]
A structure of composition C28H52BrCl2N2NbO2P2Si4. Source: OMol25; level of theory: ωB97M-V with the def2-TZVPD basis set.

Atoms and positions in Å:
Nb1 0.272 0.672 -0.350
O1 1.800 0.879 -4.521
C1 0.978 1.195 -5.665
O2 3.040 3.085 -3.169
C2 2.283 4.280 -3.118
H1 0.759 2.264 -5.645
H2 0.026 0.684 -5.507
H3 1.421 0.915 -6.642
H4 2.511 5.001 -3.913
H5 2.449 4.684 -2.112
H6 1.199 3.856 -3.202
C3 3.170 1.209 -4.642
C4 3.458 2.695 -4.461
H7 3.531 0.895 -5.641
H8 3.689 0.634 -3.857
H9 2.943 3.261 -5.275
H10 4.553 2.847 -4.507
Cl1 1.666 2.349 -0.892
Cl2 -0.285 2.656 -3.230
N1 0.435 0.772 1.749
P1 2.393 -0.958 -0.263
P2 -1.914 2.100 0.003
C5 -2.154 2.411 1.756
C6 -3.180 0.934 -0.533
C7 2.485 -1.548 1.447
C8 1.933 -2.245 -1.418
Si1 0.178 -1.997 -2.162
H11 2.004 -3.202 -0.881
H12 2.682 -2.260 -2.237
C9 -0.714 -3.623 -1.855
C10 0.433 -1.824 -4.016
Si2 -2.444 -0.341 -1.760
H13 -4.015 1.499 -0.987
H14 -3.574 0.401 0.339
C11 -2.866 0.237 -3.484
C12 -3.425 -1.890 -1.332
Si3 -0.919 1.334 2.716
H15 -3.200 2.150 1.971
H16 -2.030 3.487 1.937
C13 -1.993 -0.042 3.439
C14 -0.205 2.311 4.159
Si4 1.668 -0.207 2.546
H17 3.540 -1.715 1.711
H18 1.969 -2.517 1.523
C15 -2.056 3.726 -0.826
C16 -2.897 3.929 -1.923
H19 -3.573 3.146 -2.251
C17 -2.819 5.120 -2.632
H20 -3.393 5.236 -3.550
C18 -1.982 6.143 -2.184
H21 -1.934 7.088 -2.733
C19 -1.204 5.970 -1.032
H22 -0.575 6.788 -0.665
C20 -1.236 4.763 -0.363
H23 -0.628 4.613 0.527
C21 4.093 -0.399 -0.631
C22 4.479 0.928 -0.361
H24 3.726 1.657 -0.072
C23 5.805 1.316 -0.461
H25 6.085 2.348 -0.242
C24 6.759 0.389 -0.860
H26 7.793 0.708 -1.006
C25 6.393 -0.933 -1.099
H27 7.135 -1.652 -1.418
C26 5.069 -1.332 -0.951
H28 4.793 -2.364 -1.072
H29 0.567 2.993 3.802
H30 0.248 1.663 4.926
H31 -0.992 2.896 4.648
H32 -2.528 -0.615 2.674
H33 -2.718 0.421 4.130
H34 -1.433 -0.767 4.033
C27 3.039 0.912 3.189
C28 0.992 -1.146 4.046
H35 3.271 1.710 2.471
H36 3.959 0.339 3.377
H37 2.751 1.387 4.132
H38 0.277 -1.909 3.710
H39 0.493 -0.486 4.769
H40 1.820 -1.646 4.566
H41 1.172 -1.042 -4.238
H42 -0.512 -1.539 -4.493
H43 0.772 -2.780 -4.463
H44 -1.182 -3.657 -0.862
H45 0.023 -4.442 -1.894
H46 -1.477 -3.820 -2.619
H47 -3.880 0.659 -3.526
H48 -2.819 -0.591 -4.204
H49 -2.152 1.020 -3.783
H50 -3.126 -2.264 -0.340
H51 -3.300 -2.696 -2.063
H52 -4.492 -1.624 -1.295
N2 -0.689 -0.536 -1.687
Br1 -0.702 -1.981 1.024

HOMO level = -7.32 eV
Orbital gap = 5.3 eV
Charge = 0
Molecular weight = 866.7 g mol⁻¹
Largest force on an atom = 2.6 eV/Å

Here are the Mulliken charges for atoms 1 to 2, given in e: number 1, Nb, carries 0.69; number 2, O, carries 0.16

---

[6]
A cluster of 2 separate species, C4H3N3 in total. Source: OMol25; level of theory: ωB97M-V with the def2-TZVPD basis set.

Atoms and positions in Å:
C1 0.417 2.828 -0.633
C2 0.053 1.749 0.103
C3 -0.390 0.916 0.868
C4 1.674 0.308 -2.213
N1 0.719 3.736 -1.274
N2 1.671 0.315 -1.073
N3 -0.740 -0.052 1.698
H1 -0.178 -0.890 1.655
H2 1.644 0.316 -3.273
H3 -1.732 -0.200 1.822

HOMO level (spin up / spin down) = -4.92 / -9.61 eV
Orbital gap (spin up / spin down) = 5.5 / 6.9 eV
Spin multiplicity = 3
Energy relative to the best compared isomer or geometry (same formula, charge and spin) = 246.1 kJ/mol
Charge = 0
Molecular weight = 93.1 g mol⁻¹
Largest force on an atom = 9.0 eV/Å

Here are the Mulliken charges for atoms 1 to 2, given in e: number 1, C, carries 0.25; number 2, C, carries -0.20